[1]
57
Properties=species:S:1:pos:R:3:forces:R:3:mulliken_charge:R:1 method="wB97M-V/def2-TZVPD" lumo_ev=-15.0 total_energy_ha=-2065.10645 gap_ev=1.494 total_charge=+3
N -0.55387 2.35726 -0.19998 1.3 -2.5 -2.4 -0.558
C -0.68166 1.53435 -1.49800 -3.9 1.7 -2.9 0.245
O -1.65243 1.77829 -2.42135 6.6 -1.8 5.9 -0.508
C 0.46869 0.35416 -1.69688 -0.3 1.6 -1.2 -0.808
C 0.49167 -0.24499 -3.25838 -1.5 -0.3 1.7 -0.648
Si 2.08025 -1.33722 -3.37466 0.2 2.3 -2.9 0.287
C 3.66280 -0.40496 -3.95555 1.5 0.5 0.8 -0.435
C 4.07487 0.89860 -3.05127 1.9 0.4 -1.0 -0.277
F 4.17419 0.54070 -1.59566 -0.9 0.2 -2.7 -0.324
H -0.14570 1.65817 0.48859 -0.5 1.2 -0.8 0.295
H 0.25857 3.00567 -0.39283 -1.2 -0.4 0.3 0.343
H 1.53000 0.86426 -1.55907 -2.2 -0.9 0.3 0.385
H 0.32251 -0.53302 -0.92703 -1.1 7.5 -2.0 0.662
H -0.46977 -0.92428 -3.33726 1.8 1.3 -0.3 0.162
H 0.41590 0.60062 -4.06707 0.2 -1.6 1.7 0.436
H 1.87753 -2.45206 -4.29098 0.0 -0.6 0.1 -0.028
H 2.26411 -1.93995 -2.03104 1.7 0.2 -1.2 -0.293
H 3.65064 -0.08050 -5.09233 -0.2 -0.8 2.3 0.405
H 4.56069 -1.18391 -3.86336 -1.5 1.6 -0.4 0.124
H 5.18615 1.20193 -3.36492 -2.5 -0.7 0.9 0.359
H 3.41685 1.86021 -3.24642 1.0 -2.2 0.9 0.278
K 0.77513 -2.03306 -0.89854 -1.0 -6.7 3.1 1.047
C -0.08674 -2.60000 7.71085 0.2 0.1 0.2 -1.171
C 0.11136 -1.55269 6.62583 -0.3 0.0 -0.1 -0.325
C -1.13286 -1.32987 5.76271 0.2 0.0 0.3 -0.625
C -1.60462 -2.54786 4.96044 -0.1 0.0 -0.2 -0.726
C -0.56954 -3.14684 4.00464 -0.2 -0.2 0.1 -0.533
C -0.13127 -2.18511 2.91070 0.2 0.2 -0.1 -0.834
H -0.29350 -3.58671 7.28674 -0.1 0.0 0.0 0.289
H 0.81839 -2.68479 8.32090 -0.2 0.0 0.0 0.374
H -0.91512 -2.32617 8.37168 0.1 -0.1 0.0 0.315
H 0.96730 -1.82804 6.00159 0.1 0.1 -0.1 0.230
H 0.37450 -0.60179 7.10587 0.1 -0.1 0.0 0.352
H -0.93880 -0.49600 5.07800 0.0 0.0 -0.1 0.269
H -1.95776 -1.00220 6.40799 0.1 -0.1 -0.1 0.396
H -2.49205 -2.25737 4.38401 0.0 -0.1 0.0 0.336
H -1.93875 -3.33122 5.65050 0.0 0.1 0.0 0.342
H -1.00863 -4.03344 3.53128 0.0 0.1 0.1 0.365
H 0.30680 -3.49740 4.55928 -0.1 0.1 0.0 0.301
H -0.98760 -1.85109 2.31764 -0.1 0.1 0.0 0.300
H 0.57484 -2.68090 2.23668 0.2 -0.1 -0.1 0.137
H 0.36918 -1.30479 3.32413 -0.1 0.0 -0.1 0.335
C -3.50673 -1.41274 -2.71738 -0.5 -0.3 -3.1 -0.249
O -3.17905 -2.65201 -3.05076 -0.3 1.8 1.0 -0.067
H -3.38396 -1.12458 -1.65948 0.0 -0.2 1.1 0.351
H -2.96148 -0.59389 -3.21674 1.4 -0.2 0.2 0.178
H -4.55017 -1.10079 -2.89408 -0.9 -1.0 0.7 0.340
Al 4.25920 -2.98653 -1.79988 1.1 -0.3 0.1 0.906
C -1.95070 6.10211 -4.07083 -0.6 0.2 0.3 -1.014
C -0.82987 5.23996 -4.61375 0.5 0.4 0.2 -0.125
O -0.20141 4.53646 -3.55239 0.0 -0.4 -0.1 -0.364
H -1.56522 6.81632 -3.33582 0.1 -0.1 -0.2 0.287
H -2.44269 6.65475 -4.87619 0.1 -0.2 0.0 0.347
H -2.69754 5.48814 -3.55696 0.0 0.1 -0.1 0.348
H -0.07500 5.85925 -5.10716 0.0 -0.3 0.2 0.300
H -1.20933 4.51446 -5.33989 -0.2 -0.1 -0.2 0.253
H -0.87829 3.98311 -3.12618 0.0 0.2 -0.1 0.236

***

[2]
15
Properties=species:S:1:pos:R:3:forces:R:3:nbo_charge:R:1 method="wB97M-V/def2-TZVPD" lumo_ev=-3.7 total_energy_ha=-399.15815 gap_ev=12.290 smiles=CCOC1([NH3+])OO1 total_charge=+1
C -0.63040 -1.31042 -1.34991 -1.8 0.6 1.1 -0.658
C 0.50614 -1.18353 -0.39245 1.6 -1.2 -0.3 -0.085
O 0.65294 0.19778 0.16022 1.8 -0.8 -0.5 -0.473
C -0.17249 0.50484 1.05266 -0.7 2.3 1.2 0.909
N 0.29793 1.77502 2.05062 1.2 -1.1 -0.5 -0.762
O -1.46623 0.84544 0.84433 -1.6 1.3 -1.4 -0.237
O -1.06811 -0.24636 1.69762 0.8 -1.6 1.6 -0.207
H -1.66148 -1.45602 -0.86354 1.7 -0.1 -0.7 0.233
H -0.72932 -0.45498 -2.02089 0.3 -0.1 0.0 0.239
H -0.27850 -2.15651 -1.88905 -0.6 -1.0 -0.9 0.246
H 1.46461 -1.36235 -0.99892 -1.2 0.6 1.4 0.235
H 0.45548 -1.94342 0.45310 0.1 1.2 -0.9 0.220
H 0.43090 1.43846 2.98870 -0.4 -0.5 0.7 0.442
H -0.53261 2.30527 1.98695 -1.4 0.9 0.4 0.444
H 1.07604 2.44108 1.95635 0.2 -0.6 -1.1 0.454

***

[3]
12
Properties=species:S:1:pos:R:3:forces:R:3:nbo_charge:R:1 method="wB97M-V/def2-TZVPD" lumo_ev=1.0 total_energy_ha=-302.52750 gap_ev=9.974 smiles=O[C@]12NC[C@H]1N2
O 0.39580 -1.88653 0.79025 0.6 1.2 0.8 -0.682
C -0.08704 -0.84594 0.04887 -0.1 1.2 0.0 0.496
N 0.56630 -0.40560 -1.14646 -0.2 0.1 -0.4 -0.613
C 0.44303 1.00712 -0.68643 -0.1 0.5 -0.3 -0.221
C -0.14213 0.55586 0.62917 -0.4 0.4 -0.3 -0.239
N -1.36196 -0.25792 0.27105 -0.8 0.0 -0.3 -0.602
H 0.78312 -1.03448 1.20377 1.1 -3.0 1.3 0.508
H 0.03617 -0.62397 -1.98347 0.0 0.0 -0.1 0.366
H -0.24694 1.61153 -1.27072 0.1 0.2 -0.2 0.192
H 1.42516 1.48213 -0.60239 -0.2 0.0 0.0 0.200
H -0.12198 1.06521 1.59829 0.2 -0.6 -0.3 0.230
H -1.68952 -0.66743 1.14805 -0.1 0.1 -0.2 0.365